(1)
The following is a quantum chemistry calculation of the molecule C3H4N2O, from OMol25.

The geometry in XYZ format:
```
10
Properties=species:S:1:pos:R:3:nbo_charge:R:1
N 0.61 0.97 -0.88 -0.65
H 1.22 -1.79 0.48 0.23
O -1.10 1.79 0.48 -0.63
C 0.56 -1.20 -0.15 -0.39
H -0.87 2.55 -0.07 0.51
H 0.02 -1.88 -0.83 0.24
C 1.26 -0.21 -1.08 0.10
H -1.01 -0.66 1.36 0.42
C -0.30 0.82 0.08 0.74
N -0.39 -0.39 0.61 -0.58
```

Values from the calculation:
Total energy in Ha: -301.3850
Frontier orbital gap in eV: 8.37
Charge: 0

***

(2)
The following is a quantum chemistry calculation of a structure of composition C6H23NO6 in a non-equilibrium geometry, from OMol25.

The geometry in XYZ format:
```
36
Properties=species:S:1:pos:R:3:nbo_charge:R:1
N 1.30 -0.61 -0.98 -0.66
O 0.55 2.32 2.61 -0.99
H 2.64 -2.08 -0.25 0.19
H -1.35 -3.11 1.49 0.17
H -1.72 1.54 3.15 0.49
H 2.81 0.11 -2.26 0.19
H -1.28 0.50 0.78 0.46
H 1.44 1.67 -3.54 0.18
O -2.03 0.31 0.23 -0.97
H 2.21 1.21 -1.02 0.19
O 0.23 0.46 1.57 -0.99
O -2.27 0.76 3.03 -0.94
O -0.12 -1.45 1.21 -0.53
H 0.14 -0.33 1.04 0.45
H -1.51 -2.42 -0.01 0.19
H -2.11 -1.52 1.47 0.23
H 1.44 -2.58 1.77 0.19
C 1.91 0.52 -1.81 -0.23
H 2.60 -0.57 0.66 0.18
H -1.24 1.92 -4.00 0.17
C 2.00 -1.28 0.11 -0.25
H -2.02 2.01 -2.40 0.18
H 0.81 -3.06 0.38 0.19
H 0.62 0.08 -3.40 0.18
H -1.60 0.48 -3.04 0.17
H 0.22 2.06 1.75 0.49
H 1.45 1.97 2.63 0.47
C -1.32 -2.13 1.02 -0.25
C -1.25 1.51 -2.99 -0.26
O -0.11 1.49 -2.18 -0.54
H -2.30 1.15 -0.13 0.47
H -0.56 0.47 2.11 0.46
C 1.05 -2.12 0.86 -0.07
H 0.35 -0.39 -0.72 0.37
H -1.96 0.15 3.69 0.47
C 0.98 0.95 -2.86 -0.08
```

Values from the calculation:
Total energy in Ha: -748.3874
Frontier orbital gap in eV: 9.18
Charge: 0

***

(3)
The following is a quantum chemistry calculation of the ion C7H8N5 with charge +1 in a non-equilibrium geometry, from OMol25.

The geometry in XYZ format:
```
20
Properties=species:S:1:pos:R:3:nbo_charge:R:1
H -0.62 2.19 1.16 0.46
H -0.97 -3.12 0.02 0.32
C 1.04 -2.44 0.45 0.26
C -0.49 -1.01 -0.40 0.46
N -1.65 -0.69 0.16 -0.43
N 3.61 1.67 -0.39 -0.21
C 1.49 0.92 0.86 -0.36
C 0.25 0.06 -1.20 -0.30
H -0.37 0.42 -2.06 0.26
C -0.14 -2.44 -0.41 -0.58
H 1.77 -0.06 1.40 0.28
N 0.42 0.96 -0.08 -0.18
H 0.29 -2.84 -1.41 0.31
N -0.86 1.32 0.68 -0.34
C 2.73 1.34 0.20 0.22
H 1.21 1.53 1.71 0.25
N 1.98 -2.34 1.12 -0.26
H -2.82 0.80 0.85 0.24
H 1.17 -0.30 -1.49 0.26
C -1.89 0.52 0.54 0.32
```

Values from the calculation:
SMILES: N#CCC1=NC=[NH+]N(CC#N)C1
Total energy in Ha: -544.9191
Frontier orbital gap in eV: 9.05
Charge: +1

***

(4)
The following is a quantum chemistry calculation of a cluster of 3 separate species, C3H11O3S in total in a non-equilibrium geometry, from OMol25.

The geometry in XYZ format:
```
18
Properties=species:S:1:pos:R:3:nbo_charge:R:1
O 0.07 -0.60 0.50 -0.98
H -2.12 -0.41 -1.77 0.15
O 2.92 -1.46 0.49 -0.97
H -0.54 0.57 1.80 0.12
H 1.18 0.62 1.68 0.10
H -2.60 -1.45 0.90 0.45
H 0.75 2.55 -0.19 0.18
O -1.98 -2.19 1.11 -1.05
H -0.96 -1.82 1.00 0.53
C 0.27 0.58 1.06 -0.02
H -0.97 2.05 0.23 0.21
H 0.59 1.27 -2.27 0.18
C 0.04 0.84 -1.51 -0.46
H 2.30 -1.37 1.15 0.48
C 0.01 1.67 -0.15 -0.49
S -1.69 0.75 -2.39 -0.19
H 0.46 -0.27 -1.38 0.28
H 2.27 -1.33 -0.26 0.48
```

Values from the calculation:
Total energy in Ha: -744.7679
Frontier orbital gap in eV: 7.05
Charge: -1

***

(5)
The following is a quantum chemistry calculation of a structure of composition C6H7N in a non-equilibrium geometry, from OMol25.

The geometry in XYZ format:
```
14
Properties=species:S:1:pos:R:3:lowdin_spin:R:1
C -0.87 0.20 -1.96 0.05
H -0.91 -0.93 -1.99 0.00
H 0.02 2.30 0.30 0.04
C 0.26 1.33 0.15 0.39
C -0.08 0.40 -0.74 0.28
H -1.76 0.76 -1.91 0.01
N 0.64 -0.66 -0.07 0.49
C 0.38 -0.61 1.94 0.28
H -0.84 -2.08 0.90 0.02
H -0.10 0.46 -2.81 0.03
H 0.19 -0.76 2.99 0.02
C -0.05 -1.37 0.93 0.23
H 2.06 0.66 1.29 0.03
C 1.06 0.31 1.00 0.13
```

Values from the calculation:
Multiplicity: 3
Total energy in Ha: -287.2587
Frontier orbital gap (alpha / beta) in eV: 5.11 / 6.22
Charge: 0

***

(6)
The following is a quantum chemistry calculation of a structure of composition C14H24Br2Fe2O10 in a non-equilibrium geometry, from OMol25.

The geometry in XYZ format:
```
52
Properties=species:S:1:pos:R:3:lowdin_spin:R:1
O -2.35 2.74 -0.86 0.06
C 0.79 0.86 1.27 0.05
C -3.99 -2.27 1.52 0.00
H 0.62 -3.43 -4.18 0.00
H -4.78 -2.86 1.06 0.00
O 0.50 1.17 0.13 0.09
O 1.52 -1.22 -3.25 0.00
H 2.45 2.66 -0.53 0.00
C -2.74 -2.85 0.90 0.00
O 0.34 1.80 1.94 0.04
O 0.44 4.14 -0.42 0.28
O -2.41 1.23 0.34 0.10
C 1.85 5.98 -1.15 0.07
H 2.79 1.31 -1.67 0.00
O -2.37 0.73 -1.54 0.06
H -4.14 -1.22 1.26 0.00
H 3.86 0.44 -2.83 0.00
C 2.80 3.68 -0.68 0.08
H 3.59 3.98 0.00 0.03
H 1.60 0.66 -4.05 0.00
H 3.16 3.84 -1.70 0.02
C 0.59 -3.38 -3.09 0.00
H 1.36 -4.02 -2.66 0.00
C -0.28 -0.79 4.47 0.00
H -0.33 -3.79 -2.68 0.00
Br -1.84 -1.35 5.57 0.00
H 1.53 6.29 -2.14 0.02
H -2.47 -4.68 1.90 0.00
C 0.16 -2.01 3.63 0.00
H 2.93 6.09 -1.26 0.00
H -3.89 -2.40 2.59 0.00
C -2.64 -4.39 0.86 0.00
H -0.43 -2.25 2.74 0.00
H -0.49 -0.01 3.73 0.00
O 0.00 -1.58 -1.60 0.02
H -1.97 -4.75 0.08 0.00
O 0.20 -0.25 1.33 0.06
C 1.67 0.19 -3.07 0.00
C 0.66 -1.98 -2.55 0.01
C -2.78 1.63 -0.76 0.03
Br 0.39 -3.56 4.88 0.00
C 1.60 4.54 -0.65 0.42
H 3.15 -0.28 -1.42 0.00
H 0.83 0.58 -2.49 0.00
Fe -0.95 2.78 0.64 3.80
H 0.50 -0.27 5.03 0.00
H 1.56 6.67 -0.36 0.02
O -1.94 -2.13 0.37 0.02
H -3.62 -4.77 0.57 0.00
Fe -1.09 -0.28 -0.31 3.70
H 1.13 -1.62 3.32 0.00
C 2.94 0.40 -2.25 0.00
```

Values from the calculation:
Multiplicity: 10
Total energy in Ha: -8975.5091
Frontier orbital gap (alpha / beta) in eV: 2.57 / 6.75
Charge: -1